(one)
Computed, not measured: C4H8O4 as an isolated structure, with ωB97M-V/def2-TZVPD.

```
! RIJCOSX wB97M-V def2-TZVPD def2/J DEFGRID3
* xyz 0 1
C 0.35 -0.83 1.63
C 0.92 0.12 0.58
O 1.43 1.25 1.18
O 1.52 -0.35 -0.44
H 1.86 1.77 0.48
H -0.12 -1.68 1.15
H 1.18 -1.19 2.24
H -0.35 -0.30 2.27
C -1.51 -0.41 -0.93
C -0.71 0.73 -0.39
O 0.68 0.82 -1.89
O -1.02 1.82 -0.07
H 0.91 0.22 -2.63
H -2.05 -0.02 -1.80
H -2.23 -0.72 -0.17
H -0.87 -1.23 -1.22
*
```

(two)
Computed, not measured: a 2-piece molecular cluster, C4H8O4 overall, with ωB97M-V/def2-TZVPD.

```
! RIJCOSX wB97M-V def2-TZVPD def2/J DEFGRID3
* xyz 0 1
C -0.40 -1.50 -0.85
C 0.60 0.37 1.14
C 1.53 1.27 0.34
C -0.82 0.16 0.64
O -0.81 -2.60 -0.31
O -1.07 -1.19 -1.96
O -1.29 1.05 -0.34
O -1.67 -0.37 1.33
H -1.63 -2.95 -0.74
H -0.75 -0.31 -2.23
H -0.55 1.46 -0.82
H 1.02 -0.63 1.21
H 0.52 0.74 2.17
H 1.65 0.91 -0.69
H 2.52 1.28 0.81
H 1.17 2.31 0.30
*
```

Stability verdict: (two), ahead by 2.549 eV

(one)
Computed, not measured: a 4-piece molecular cluster, C2H12O3S2 overall, with ωB97M-V/def2-TZVPD.

```
! RIJCOSX wB97M-V def2-TZVPD def2/J DEFGRID3
* xyz 0 1
C 1.42 -1.09 0.80
S 1.88 -0.42 -0.88
S 0.63 1.26 -1.12
C 1.94 2.45 -1.56
H 1.25 -2.13 0.54
H 2.14 -1.00 1.60
H 0.47 -0.65 1.08
H 2.54 2.06 -2.37
H 1.45 3.36 -1.92
H 2.44 2.74 -0.64
O -0.76 -1.89 -2.66
H -0.51 -1.41 -3.46
H -1.46 -2.45 -2.96
O -4.98 -1.95 1.14
H -4.18 -2.40 1.45
H -5.32 -2.40 0.36
O 0.52 1.66 3.32
H -0.31 1.73 3.78
H 0.85 2.53 3.46
*
```

SMILES string = CSSC.O.O.O

(two)
Computed, not measured: a 5-piece molecular cluster, C2H12O3S2 overall, with ωB97M-V/def2-TZVPD.

```
! RIJCOSX wB97M-V def2-TZVPD def2/J DEFGRID3
* xyz 0 1
C 0.00 -1.65 1.74
S 1.06 -0.82 2.98
S 0.17 1.74 -0.13
C 0.41 3.49 0.09
H 0.55 -2.32 1.08
H -0.81 -2.18 2.24
H 1.09 0.34 2.30
H 1.14 3.79 -0.67
H -0.49 4.07 -0.09
H 0.89 3.68 1.05
H -0.36 -0.86 1.10
H -0.48 -3.17 -2.14
O -0.51 -2.47 -1.48
H 1.28 -0.22 -0.99
H 0.73 -1.57 -1.56
O 1.54 -0.94 -1.55
H -1.72 -1.01 -1.39
H -2.04 0.48 -1.31
O -2.45 -0.38 -1.26
*
```

Stability verdict: (one), ahead by 6.334 eV